The following is a DFT calculation (wB97M-V/def2-TZVPD) of a structure of composition C17H35N2O4ReS4SbSi.

Results
- Maximum force: 0.712 eV/A
- Total charge: +1
- Energy: -89253.3747 eV
- HOMO-LUMO gap: 6.33 eV
- LUMO energy: -0.2102 Ha

Geometry as XYZ:
```
65
Properties=species:S:1:pos:R:3:forces:R:3
Re -0.685 2.746 -0.144 -0.179 -0.679 -0.115
Sb -3.452 3.650 1.667 0.161 0.166 0.412
S -4.287 5.575 1.054 -0.092 -0.066 -0.010
S -2.537 2.677 -1.076 0.141 0.026 -0.126
S -1.005 3.974 1.759 -0.181 0.053 -0.044
S -4.030 1.658 2.373 -0.033 0.024 -0.052
Si -0.576 -0.648 -0.268 -0.188 -0.099 0.119
O 0.753 -1.309 -0.891 0.111 -0.049 0.081
O -0.196 0.975 0.028 0.051 -0.078 -0.113
O -0.962 -1.375 1.120 0.084 0.317 -0.134
O -1.850 -0.600 -1.254 0.019 0.181 0.065
N 1.476 2.861 0.663 0.019 0.158 0.061
N 3.432 2.309 1.474 0.023 -0.059 0.024
C 1.861 -2.619 -2.523 0.024 0.033 -0.028
C -1.236 -2.406 3.222 0.002 0.050 -0.048
C 0.153 3.803 -1.457 0.091 0.197 -0.036
C 1.485 -1.199 -2.132 -0.108 0.020 0.093
C 4.552 1.480 1.904 0.018 -0.007 -0.015
C -3.942 -1.395 -0.356 -0.022 0.002 -0.047
C -0.334 -1.479 2.418 0.017 -0.157 -0.065
C 2.724 -0.362 -1.852 -0.018 0.022 -0.031
C -2.362 -2.957 -1.530 -0.013 0.027 -0.043
C -0.269 -0.105 3.066 0.043 -0.042 0.080
C 0.630 -0.541 -3.205 0.035 -0.037 -0.058
C 1.056 -2.080 2.256 -0.012 0.054 0.021
C -2.930 -1.547 -1.480 0.080 0.000 -0.009
C -3.532 -1.161 -2.819 -0.044 0.036 0.007
C 2.282 1.858 0.963 -0.109 -0.111 -0.054
C 2.150 4.015 1.011 -0.107 -0.041 -0.102
C 3.364 3.679 1.513 0.010 0.042 0.007
H -2.795 -1.251 -3.616 0.034 -0.016 -0.014
H 2.063 0.814 0.815 0.001 0.002 -0.016
H -1.263 0.335 3.132 -0.079 0.040 -0.005
H -4.376 -1.810 -3.053 -0.023 -0.012 -0.013
H -1.903 -3.225 -0.580 0.026 -0.032 0.091
H -4.781 -2.074 -0.516 -0.014 -0.008 0.014
H 2.478 -2.616 -3.421 0.009 -0.006 -0.020
H 2.438 0.650 -1.557 -0.013 0.017 -0.009
H 2.418 -3.096 -1.717 0.025 0.004 0.017
H -1.613 -3.045 -2.319 -0.008 0.015 -0.015
H 3.342 -0.290 -2.746 0.042 -0.009 -0.022
H 5.350 2.131 2.246 0.006 -0.023 -0.002
H 1.712 4.988 0.876 -0.002 0.043 0.010
H 3.315 -0.815 -1.056 0.014 -0.025 0.030
H -1.287 -3.389 2.754 0.015 -0.017 -0.024
H -3.486 -1.621 0.606 0.031 -0.036 0.041
H -0.382 4.332 -2.238 0.072 -0.126 -0.074
H 0.967 -3.210 -2.718 -0.043 -0.010 -0.004
H 4.169 4.279 1.891 0.053 0.043 0.022
H 1.233 3.852 -1.510 0.029 0.107 0.092
H 4.911 0.883 1.068 0.018 0.002 0.022
H 1.485 -2.300 3.233 0.020 0.007 0.023
H 0.135 -0.201 4.075 -0.009 0.034 0.015
H -0.859 -2.523 4.237 0.020 -0.003 0.033
H 1.723 -1.391 1.732 0.001 -0.009 -0.013
H -3.160 -3.671 -1.737 -0.002 -0.025 -0.001
H -4.329 -0.376 -0.325 -0.004 0.044 -0.017
H -0.275 -1.115 -3.396 0.013 -0.025 -0.004
H 0.335 0.468 -2.910 0.002 0.049 0.024
H -2.244 -1.994 3.270 -0.003 0.012 0.014
H 4.246 0.829 2.720 0.000 0.006 0.002
H 0.376 0.576 2.508 -0.005 -0.017 -0.013
H 1.008 -3.002 1.678 -0.013 -0.039 -0.006
H 1.202 -0.470 -4.130 -0.016 0.009 -0.027
H -3.888 -0.131 -2.793 -0.019 0.022 0.009
```
Positions in Å, forces in eV/Å.

The following is a DFT calculation (wB97M-V/def2-TZVPD) of a cluster of 6 separate species, C17H36BBrClFNO7P2 in total at a distorted geometry.

Results
- Maximum force: 1.685 eV/A
- Total charge: -1
- Energy: -138575.4993 eV
- HOMO-LUMO gap: 5.92 eV
- LUMO energy: 0.0766 Ha

Geometry as XYZ:
```
67
Properties=species:S:1:pos:R:3:forces:R:3
Br -1.360 0.713 1.192 0.148 -0.243 -0.167
Cl -5.607 -3.509 -0.957 -0.024 0.085 -0.245
P -1.216 -3.106 0.525 -1.381 -0.723 0.640
P -1.883 -0.236 -0.781 -0.532 0.278 -0.778
F -2.864 -2.597 -1.668 0.004 0.137 -0.139
O -0.379 -0.552 -1.475 0.021 -0.156 0.218
O -5.318 0.702 -1.622 -0.187 0.096 0.110
O 0.479 5.992 4.098 0.128 0.082 0.014
O -5.493 -3.286 1.593 0.023 -0.140 -0.218
O 4.909 -2.676 -3.580 0.054 0.064 -0.031
O -0.221 1.764 3.836 -0.035 0.154 0.242
O 1.896 -3.572 -0.390 0.412 -0.178 -0.059
N -1.666 -4.434 1.316 0.118 0.197 -0.204
C 5.169 -1.429 -5.586 -0.015 0.077 0.200
C 5.021 -2.699 -4.782 -0.026 -0.011 -0.063
C -5.118 0.632 -2.808 0.115 -0.096 -0.040
C -4.816 1.867 -3.628 -0.038 0.097 0.168
C -3.937 -1.804 0.563 0.406 -0.190 -0.106
C 4.251 -3.874 -0.587 -0.120 -0.228 0.017
C -0.011 7.546 5.831 0.198 -0.060 -0.073
C -5.143 -0.684 -3.543 -0.072 -0.039 0.162
C 3.137 -1.555 -0.511 -0.227 0.035 0.018
C 2.984 -3.058 -0.485 -0.025 0.134 0.030
C 1.704 2.901 4.646 -0.221 -0.004 0.051
C 5.016 -3.998 -5.552 -0.016 -0.070 0.200
C 0.977 1.755 3.978 0.060 -0.088 -0.076
C -4.990 -2.853 0.605 -0.190 0.117 0.912
C 1.815 0.595 3.492 -0.196 -0.070 -0.053
C -0.369 6.546 4.755 -0.130 -0.032 -0.025
C -1.836 6.268 4.540 0.090 -0.120 -0.149
B -2.616 -2.055 -0.376 0.467 0.380 0.346
H 4.001 -4.933 -0.557 -0.031 0.002 0.035
H 3.610 -1.250 -1.447 0.128 -0.005 0.056
H 4.917 -3.643 0.246 0.055 0.088 -0.069
H 2.228 2.542 5.535 0.124 -0.017 -0.078
H 2.540 0.941 2.753 0.084 0.002 0.074
H -4.409 -0.842 0.331 -0.181 -0.135 -0.288
H 5.155 -0.573 -4.916 -0.006 -0.002 0.012
H -0.383 7.204 6.798 -0.100 0.074 -0.006
H 2.349 0.142 4.330 0.105 0.063 -0.027
H -3.832 1.773 -4.091 -0.036 -0.038 -0.083
H 0.982 3.659 4.935 0.013 0.037 -0.025
H 5.954 -4.112 -6.098 -0.053 0.040 -0.109
H -0.581 -2.225 1.434 0.369 0.085 -0.347
H -4.821 2.741 -2.981 0.011 -0.007 0.018
H -5.359 -1.487 -2.844 0.049 -0.018 0.023
H -0.455 8.516 5.603 -0.096 -0.018 0.081
H 2.424 3.346 3.959 0.082 -0.046 0.049
H -2.667 -4.553 1.199 0.000 -0.117 0.072
H 6.113 -1.441 -6.134 -0.057 -0.035 -0.107
H -4.171 -0.873 -4.002 -0.022 0.021 -0.069
H -5.568 1.993 -4.410 0.076 -0.050 -0.088
H -1.953 5.534 3.747 0.013 -0.019 0.007
H 4.347 -1.339 -6.298 0.067 -0.040 -0.092
H 2.154 -1.091 -0.437 -0.016 -0.022 -0.010
H -2.355 7.186 4.260 -0.043 0.018 0.120
H 1.168 -0.150 3.033 -0.011 0.012 -0.018
H 3.757 -1.227 0.326 0.103 0.008 -0.075
H 1.070 7.652 5.882 0.006 -0.007 -0.008
H -2.281 5.875 5.456 -0.050 0.102 0.027
H 4.902 -4.828 -4.860 -0.009 0.003 0.011
H -0.263 -3.347 -0.453 0.284 0.197 -0.070
H -5.910 -0.664 -4.321 0.091 0.039 -0.089
H -0.522 -0.440 -2.422 0.171 0.120 0.135
H -3.596 -1.736 1.599 -0.085 0.077 0.029
H 4.188 -4.009 -6.262 0.069 0.028 -0.091
H 4.750 -3.650 -1.529 0.088 0.077 0.100
```
Positions in Å, forces in eV/Å.

The following is a DFT calculation (wB97M-V/def2-TZVPD) of a cluster of 6 separate species, C17H36BF10N3O7 in total at a distorted geometry.

Results
- Maximum force: 3.440 eV/A
- Energy: -64868.1309 eV
- HOMO-LUMO gap: 3.49 eV
- LUMO energy: -0.0500 Ha

Geometry as XYZ:
```
74
Properties=species:S:1:pos:R:3:forces:R:3
F 2.985 -3.916 -3.305 -0.254 0.013 0.451
F -1.284 -0.880 0.711 0.822 -0.001 0.519
F 2.203 -4.524 -1.349 0.137 0.241 -0.302
F -7.241 3.089 1.727 -0.138 0.187 0.065
F -1.017 1.040 -0.496 0.539 0.304 0.624
F -6.483 2.031 3.452 0.022 -0.107 0.069
F 0.855 -4.138 -2.989 -0.019 0.335 0.086
F -6.362 4.188 3.395 -0.033 -0.204 -0.258
F -0.595 1.045 1.767 0.403 -0.042 0.197
F 0.807 -0.037 0.312 1.176 -0.061 0.357
O -3.175 -2.327 -3.171 0.217 -0.741 -0.827
O -4.918 1.783 1.201 0.092 -2.217 -0.106
O 3.055 -1.757 -1.317 0.332 -0.484 0.055
O 2.055 -1.340 3.949 -0.547 -0.037 -0.218
O 0.936 1.948 -3.428 0.008 -0.140 -0.451
O 1.556 -1.370 -2.976 0.029 -0.941 0.461
O -4.483 3.972 1.125 -0.819 -0.666 1.605
N 1.457 0.827 3.322 0.455 -0.263 0.199
N -1.027 -2.047 -4.124 -1.087 -1.881 -1.230
N 2.282 1.162 -1.721 -0.534 0.995 -0.776
C -4.236 0.659 1.741 0.830 0.927 -0.320
C -4.216 -0.532 0.791 -1.355 -0.733 0.596
C 3.680 0.349 4.417 -0.105 0.066 1.007
C 3.701 1.684 -1.827 -1.214 -1.704 0.379
C -2.102 -1.841 -3.084 -0.291 1.952 1.553
C -1.322 -3.300 -4.944 -0.194 1.105 0.357
C 0.838 3.259 -1.416 0.314 0.640 -0.335
C -4.845 2.980 1.964 0.824 2.709 -1.954
C 3.184 -2.090 0.043 0.272 0.879 1.258
C 1.265 2.128 -2.311 -0.188 0.492 1.191
C 2.007 -3.700 -2.406 0.664 -0.220 -0.426
C 4.243 -1.167 0.649 0.947 0.288 -0.056
C 1.883 -2.227 -1.971 -1.323 1.392 -0.631
C -1.658 -0.884 -2.014 -0.664 -0.222 -0.763
C -6.238 3.082 2.611 -0.134 0.411 -0.037
C 2.383 -0.208 3.913 0.848 -0.125 0.302
C 0.523 1.436 4.341 0.192 0.607 -0.444
B -0.539 0.279 0.589 -1.909 0.346 -0.987
H 1.972 0.884 -0.788 0.125 -0.061 0.262
H 1.119 1.966 5.081 0.076 -0.525 0.301
H -4.410 -0.191 -0.226 0.172 -0.027 -0.041
H 1.077 -2.257 -1.217 -0.016 -0.195 0.428
H 4.119 -0.324 5.152 -0.097 -0.397 -0.335
H -4.178 2.948 2.846 0.357 -0.831 0.234
H 3.786 2.487 -1.104 0.389 0.282 -0.389
H -3.175 0.928 1.823 0.042 0.297 0.540
H -0.846 -1.331 -1.442 0.055 0.263 -0.170
H 0.928 0.390 2.551 -0.454 0.225 0.043
H 3.927 -0.120 0.734 -0.542 -0.135 0.194
H 1.656 3.987 -1.369 0.173 -0.113 -0.068
H -2.494 -0.622 -1.370 0.006 -0.516 0.030
H -1.384 0.077 -2.454 0.503 -0.323 -0.194
H 2.038 1.555 2.910 -0.155 0.133 -0.076
H 3.377 -3.139 0.279 0.367 -0.051 -0.511
H -3.326 -1.157 0.871 0.049 0.565 -0.116
H -0.038 2.225 3.847 -0.302 -0.378 -0.237
H 2.126 0.330 -2.309 0.145 -1.330 -0.414
H 2.287 -1.850 0.626 -0.400 -0.143 -0.443
H -2.295 -3.155 -5.405 -0.069 -0.092 0.150
H 0.574 3.039 -0.384 -0.109 -0.523 -0.162
H -0.121 0.649 4.716 0.017 0.105 0.152
H 4.595 -1.511 1.624 -0.349 -0.041 0.123
H 4.282 0.805 -1.551 0.371 0.285 0.121
H 3.488 1.240 5.020 0.115 0.373 -0.507
H -0.583 -3.364 -5.735 0.255 -0.370 0.313
H -1.001 -1.271 -4.783 0.246 0.381 0.429
H -1.365 -4.101 -4.214 0.223 -0.337 -0.428
H 3.873 1.869 -2.882 0.120 0.599 0.139
H -0.124 -2.134 -3.636 1.063 0.715 0.089
H 5.173 -1.034 0.086 -0.139 -0.621 -0.398
H -4.650 0.465 2.732 0.156 -0.529 0.069
H 4.412 0.507 3.627 -0.169 0.248 -0.115
H 0.027 3.794 -1.903 -0.172 -0.220 0.097
H -5.003 -1.240 1.072 -0.366 0.186 -0.320
```
Positions in Å, forces in eV/Å.

The following is a DFT calculation (wB97M-V/def2-TZVPD) of a structure of composition C17H36BrF4O6PSi2 at a distorted geometry.

Results
- Maximum force: 5.490 eV/A
- Energy: -136458.6801 eV
- HOMO-LUMO gap: 10.28 eV
- LUMO energy: 0.0125 Ha

Geometry as XYZ:
```
67
Properties=species:S:1:pos:R:3:forces:R:3
Br -0.484 -1.731 -3.916 0.052 0.461 1.059
P 0.242 3.674 -1.652 0.283 5.473 0.337
Si 0.007 -0.535 -2.004 0.286 0.145 -0.287
Si -0.897 1.933 -0.797 0.022 -1.217 0.272
F -2.723 3.315 0.828 -0.298 -1.264 -1.424
F -3.745 0.494 0.193 0.479 1.197 -1.492
F -2.929 3.677 -1.380 0.152 -1.415 1.265
F -4.052 1.319 -1.978 1.028 -0.061 2.284
O 1.891 3.638 -1.162 -2.049 -0.566 -2.289
O -3.061 -2.037 -1.325 0.399 -0.312 0.624
O -0.288 5.009 -1.103 0.827 -3.433 -0.934
O 0.032 -1.464 -0.581 -0.776 0.287 -2.458
O -1.178 0.702 -1.947 1.785 0.083 1.307
O 0.117 3.748 -3.344 0.355 -1.381 2.257
C -0.713 -2.693 -0.618 -0.956 -1.383 2.229
C 1.799 0.120 -2.309 0.204 -0.463 -0.410
C -0.734 -0.651 4.821 -0.688 -0.570 0.556
C -4.433 -2.361 -3.301 1.187 0.725 0.593
C -3.691 -3.089 -2.073 -1.456 0.513 -0.885
C 6.332 -0.463 0.962 -0.796 -0.411 -0.359
C 0.075 1.443 0.753 -0.018 0.082 1.049
C -1.802 0.289 4.120 0.667 -0.212 -0.722
C 3.674 -0.250 1.083 0.886 0.765 0.215
C 3.607 0.343 -0.387 -0.901 -0.364 -0.150
C -0.702 0.526 1.803 0.760 0.208 1.098
C -1.114 1.352 3.126 -0.735 -1.715 -0.238
C 2.905 -0.654 -1.452 1.405 0.822 -0.280
C -3.847 1.618 -0.621 -2.068 1.511 0.555
C -2.264 -2.530 -0.243 0.544 -1.884 -0.309
C -2.660 2.672 -0.408 -0.183 0.433 -1.235
C 4.948 -1.170 1.364 0.135 0.603 1.172
H -0.092 -1.237 4.093 -0.788 0.856 0.723
H 3.747 -0.942 -2.167 -1.248 0.167 0.806
H -2.509 0.777 4.858 1.042 -0.508 -0.716
H 2.071 -0.050 -3.405 -0.766 0.283 1.325
H -0.152 1.747 3.560 -1.192 -0.055 -0.326
H 4.996 -1.288 2.500 -0.201 -0.076 -1.410
H 3.788 0.647 1.784 -0.111 -1.107 -0.820
H -1.561 -0.069 1.386 0.770 0.887 0.309
H 6.440 -0.562 -0.161 0.252 0.193 1.271
H -0.301 -3.327 0.244 -0.392 0.865 -1.070
H 4.622 0.640 -0.809 -1.190 -0.446 0.852
H 0.053 -0.242 2.181 -1.033 0.864 -0.666
H -4.513 -3.565 -1.438 1.303 0.245 -0.594
H -2.417 -1.984 0.737 0.211 -0.141 -1.413
H -1.896 2.137 2.922 1.189 -0.513 0.015
H -2.440 -0.381 3.452 0.596 0.828 0.918
H 7.200 -0.962 1.493 -1.024 0.584 -0.761
H -2.934 -3.852 -2.422 -0.800 0.749 0.342
H 3.005 1.306 -0.359 0.712 -1.128 0.011
H -0.558 -3.334 -1.536 -0.259 1.117 0.696
H -3.828 -1.406 -3.469 -0.759 -1.262 0.030
H -5.472 -2.008 -3.022 1.157 -0.754 -0.398
H -2.614 -3.603 -0.043 0.528 1.243 -0.010
H -4.795 2.163 -0.299 1.102 -0.732 -0.324
H -1.309 -1.431 5.425 0.818 0.926 -0.702
H 0.312 2.422 1.300 -0.235 -1.086 -0.875
H 2.352 4.009 -1.947 0.090 -0.213 0.698
H 6.322 0.643 1.219 -0.042 -1.359 -0.225
H 2.701 -0.748 1.408 1.205 0.429 -0.705
H 1.855 1.237 -2.154 0.058 -1.151 0.001
H -0.434 2.975 -3.587 0.366 0.419 -0.274
H 2.555 -1.618 -0.986 0.124 1.188 -0.343
H -4.391 -2.960 -4.254 -0.316 0.514 1.105
H 1.078 0.964 0.552 -1.081 0.614 -0.194
H 4.856 -2.214 0.939 0.148 1.232 0.230
H -0.052 -0.125 5.553 -0.764 -0.331 -0.906
```
Positions in Å, forces in eV/Å.

Question: What is the LUMO energy in the second record?
Answer: 0.0766 Ha

Question: The highest HOMO-LUMO gap belongs to which entry?
Answer: C17H36BrF4O6PSi2

Question: Among the records above, which one has the lowest energy?
Answer: C17H36BBrClFNO7P2